[1]
Computed, not measured: 2 unconnected molecules or ions with the total composition C3H8N3O, with the ωB97M-V functional and the def2-TZVPD basis.

The geometry in XYZ format:
```
15
Properties=species:S:1:pos:R:3:forces:R:3
O 1.697769 1.327290 0.181584 -0.39 2.41 -1.34
N -0.399917 -0.518011 -0.544715 1.54 2.95 -1.33
N -1.728392 1.254096 -0.512651 -2.39 1.07 1.23
N 0.833549 -1.090066 -0.718926 0.91 0.35 -1.16
C -0.626921 0.723812 -1.009334 0.45 -2.87 0.94
C -1.485772 -0.851168 0.348925 3.07 0.68 2.73
C -2.247150 0.406628 0.296210 -1.24 -0.17 0.57
H -0.994831 -0.953739 1.429850 -1.16 0.11 -2.02
H -0.077249 1.390825 -1.588226 1.66 -0.03 -1.27
H -1.845466 -1.778997 0.037100 -1.40 -1.48 -0.14
H 2.149796 0.728223 0.731459 1.23 -0.65 1.33
H 1.580165 -0.397655 -0.887369 -0.99 -0.34 0.13
H 1.174505 -1.886672 -0.223011 -0.88 -0.51 0.56
H 2.181032 2.196215 0.147756 -0.51 -1.45 0.30
H -3.099644 0.615946 0.948477 0.11 -0.08 -0.51
```
Positions in Å, forces in eV/Å.

- strongest force on any atom (eV/Å) = 4.166
- frontier orbital gap (alpha / beta) (Ha) = 0.319 / 0.319
- total charge = +1
- spin multiplicity = 1

[2]
Computed, not measured: a gas-phase ion, C3H8N3O (charge +1), with the ωB97M-V functional and the def2-TZVPD basis.

The geometry in XYZ format:
```
15
Properties=species:S:1:pos:R:3:forces:R:3
O 0.851563 0.335878 -1.228738 -0.47 -0.47 1.24
N 0.894623 -0.329141 0.955027 0.79 0.57 -2.07
N -0.779408 1.512547 0.450375 0.69 -3.01 -2.67
N 2.120311 0.250537 -0.686406 -1.87 0.17 0.30
C -0.070857 0.054173 -0.123495 0.10 4.33 1.35
C -1.115124 -0.884279 -0.514445 0.94 -3.45 -1.35
C 2.153885 -0.020775 0.563967 -3.83 -1.45 -0.24
H 0.583752 -0.379063 1.890009 -0.15 -0.09 1.11
H -2.054398 -0.741527 -0.107831 -1.60 0.30 1.61
H -0.862627 2.094599 -0.448643 -0.13 -1.03 1.68
H 2.776866 0.595523 -1.286297 2.42 0.90 -1.72
H -0.794738 -1.954343 -0.417874 -0.14 0.79 0.75
H -1.731053 1.120939 0.670074 0.98 1.13 -0.36
H -1.395426 -0.996614 -1.552587 0.59 1.18 -0.82
H 3.016623 -0.259795 1.079353 1.69 0.13 1.21
```
Positions in Å, forces in eV/Å.

- strongest force on any atom (eV/Å) = 4.536
- structure (SMILES) = C[C@@]1(N)[NH+]=CNO1
- frontier orbital gap (Ha) = 0.375
- total charge = +1
- spin multiplicity = 1

[3]
Computed, not measured: 2 unconnected molecules or ions with the total composition C3H8N3O, with the ωB97M-V functional and the def2-TZVPD basis.

The geometry in XYZ format:
```
15
Properties=species:S:1:pos:R:3:forces:R:3
O 0.010763 -1.108976 0.052762 -0.48 0.29 0.74
N -0.174238 0.209514 -0.338349 3.86 2.09 -0.92
N -2.187470 1.286254 -1.112779 -1.41 0.44 -0.75
N -0.708518 1.191174 0.568906 2.28 -2.25 2.10
C -1.342166 0.258497 -1.422161 1.23 -2.33 -3.34
C -1.903998 1.654140 0.024316 1.33 1.65 2.80
C 1.220087 -1.392954 0.838903 0.22 -0.11 0.01
H -1.916746 -0.706079 -1.334595 1.10 0.54 -0.02
H -0.374524 1.087053 1.602363 -1.23 0.42 -2.61
H 1.318052 -0.724487 1.800270 -0.55 -1.73 -1.57
H 1.068234 -2.571668 0.966073 0.80 2.89 0.12
H 2.106241 -1.103822 0.176364 -0.94 -0.75 0.78
H 1.090462 0.640778 -0.676833 -4.49 -1.46 0.76
H -0.902378 0.370761 -2.484819 -0.40 -0.36 1.89
H -2.241263 2.436712 0.658058 -1.33 0.65 0.00
```
Positions in Å, forces in eV/Å.

- strongest force on any atom (eV/Å) = 4.779
- frontier orbital gap (Ha) = 0.368
- total charge = +1
- spin multiplicity = 1